1.
Formula: C22H52N4O13V
Source: the Open Molecules 2025 dataset
Level of theory: ωB97M-V with the def2-TZVPD basis set

```
! wB97M-V def2-TZVPD RIJCOSX def2/J DEFGRID3
* xyz -1 3
O 25.1569 27.7715 16.7909
V 24.3358 26.3774 16.7390
C 24.9211 24.5637 14.8013
O 23.8018 24.6276 15.3469
O 25.6849 25.4381 15.1634
O 25.5362 23.5763 15.1807
C 25.4486 24.5289 18.5172
O 25.7680 23.5220 17.8850
O 25.9988 25.4904 18.0343
O 24.2962 24.6322 18.0720
C 28.1896 27.7681 15.9412
O 28.3426 26.6079 16.6448
C 28.9330 26.7629 17.8975
C 29.5766 25.3890 18.2304
N 28.6346 24.1959 18.0688
C 29.4388 22.9929 17.9875
C 28.5369 21.7443 17.6150
O 27.8884 22.0980 16.2970
C 27.6528 21.0401 15.3364
H 29.1986 28.1465 15.7770
H 27.6606 28.5345 16.5076
H 27.7447 27.7858 14.9463
H 28.2953 27.1323 18.7007
H 29.7228 27.5101 17.8205
H 29.6937 25.5243 19.3057
H 30.5665 25.3077 17.7816
H 28.1871 24.0771 18.9665
H 29.9152 22.7555 18.9386
H 30.2617 22.9828 17.2728
H 27.7365 21.6558 18.3496
H 29.1131 20.8190 17.6100
H 27.0754 21.4583 14.5119
H 26.9722 20.2879 15.7350
H 28.5675 20.5618 14.9861
C 31.4695 30.4186 21.0886
O 30.1244 30.5042 21.5086
C 29.5007 31.7725 21.1698
C 27.9769 31.8773 21.5619
N 26.9742 30.9660 20.8472
C 27.2558 29.5252 21.1033
C 26.3502 28.5608 20.2585
O 24.9943 28.7570 20.5377
C 24.5060 28.7101 21.8381
H 31.4263 30.0679 20.0575
H 31.8733 29.5914 21.6724
H 32.0850 31.3147 21.1686
H 29.5668 32.0444 20.1163
H 29.8879 32.6590 21.6723
H 27.6589 32.9040 21.3808
H 27.9742 31.7617 22.6458
H 25.9893 31.1165 21.0130
H 27.2005 29.2592 22.1589
H 28.2463 29.3109 20.7019
H 26.8927 27.6288 20.4174
H 26.4760 28.7163 19.1870
H 23.4725 28.3827 21.9512
H 24.5353 29.7101 22.2708
H 25.0172 28.0399 22.5291
C 23.4196 28.0925 12.1380
C 24.1987 28.2505 13.4604
C 24.3521 29.7093 13.7876
O 25.0486 29.7930 15.0258
C 25.0124 31.0619 15.4379
N 23.3804 27.5617 14.4734
H 23.2521 27.1116 11.6931
H 24.0614 28.5463 11.3828
H 22.5136 28.6938 12.2142
H 25.1663 27.7493 13.4347
H 23.3730 30.1880 13.7658
H 24.9389 30.1464 12.9797
H 25.2068 31.7209 14.5917
H 25.8286 31.1988 16.1473
H 24.0016 31.3816 15.6914
H 22.4401 27.8933 14.6345
H 23.1194 26.6398 14.1537
C 22.0948 29.3280 17.9882
C 22.3265 27.9641 18.6316
C 21.2316 27.6239 19.6582
O 21.6021 26.3219 20.1080
C 20.8922 25.8056 21.2067
N 22.3692 26.9564 17.5885
H 21.6267 29.3132 17.0040
H 22.9982 29.9377 17.9790
H 21.6022 30.0394 18.6511
H 23.1435 28.0454 19.3485
H 20.2432 27.6462 19.1992
H 21.2755 28.4193 20.4021
H 21.1617 24.7508 21.2619
H 19.8282 25.8675 20.9786
H 21.2169 26.4197 22.0466
H 21.4547 27.1365 17.1994
H 22.2046 26.1002 18.0983
*
```

Summary:
- Expectation value of S²: 2.323
- HOMO energy (alpha / beta): -3.5 / -2.3 eV
- Frontier orbital gap (alpha / beta): 5.89 / 4.65 eV
- LUMO energy (alpha / beta): 0.087 / 0.087 Ha
- M: 631.62 g mol⁻¹



2.
Formula: C10H19BBrF2INbO8
Source: the Open Molecules 2025 dataset
Level of theory: ωB97M-V with the def2-TZVPD basis set

```
! wB97M-V def2-TZVPD RIJCOSX def2/J DEFGRID3
* xyz -1 1
C -3.0295 1.6668 0.3314
C -2.8723 0.3834 -0.6698
C -1.4223 0.2359 -1.4163
Br -1.8027 -0.2748 -3.3175
Nb 0.0258 1.9591 -1.1306
I 1.9033 4.0859 -0.6650
C 0.4435 2.2277 -3.3514
B -0.6808 3.2567 -4.0189
O -2.1042 2.9456 -4.2421
O -0.2396 4.6472 -4.3921
H -3.1309 2.6861 -0.2818
H -2.2490 1.7260 1.2028
H -4.0913 1.5426 0.8640
H -3.7004 0.4811 -1.4993
H -3.1230 -0.5995 -0.0564
H -0.9008 -0.7216 -0.9284
H 1.4283 0.7816 -1.0760
H -0.1333 1.8713 0.7033
H -1.2681 3.2416 -1.2620
H 1.4753 2.8254 -3.4252
H 0.6132 1.2454 -3.9641
H -2.5997 3.4828 -3.5513
H -0.1463 5.2024 -3.5435
C -2.1346 -3.1262 2.2200
C -0.8563 -3.5802 2.8378
O 0.1283 -3.0871 1.9579
C -0.4152 -1.9634 1.4114
O 0.2255 -1.1129 0.8165
O -1.7661 -1.9015 1.6180
F -0.7792 -4.9299 2.8499
H -2.5005 -3.8135 1.4500
H -2.9245 -2.9768 2.9610
H -0.6801 -3.1875 3.8448
C 3.4060 -0.6973 1.7719
C 3.5275 -2.0104 1.0771
O 4.8048 -2.4683 1.4589
C 5.0234 -1.9242 2.6889
O 5.8894 -2.3020 3.4603
O 4.1481 -0.9074 2.9564
F 3.5168 -1.8485 -0.2651
H 3.8537 0.1254 1.2043
H 2.3677 -0.4419 1.9999
H 2.7701 -2.7451 1.3702
*
```

Summary:
- HOMO energy: -5.1 eV
- Frontier orbital gap: 6.81 eV
- LUMO energy: 0.064 Ha
- M: 615.78 g mol⁻¹



no.,electronic energy (eV)
1,-81907.5103
2,-112860.5789